DFT (ωB97M-V with the def2-TZVPD basis set) results for a molecular structure, C14H14N2O4Sn at a distorted geometry.

Each line ends with the natural charge from an NBO analysis.
Positions of all 35 atoms, in Å:
C1 -0.472 -1.966 -2.038  -0.270
C2 -0.892 -2.929 -1.077  -0.314
C3 0.258 -3.369 -0.346  -0.415
C4 1.405 -2.593 -0.833  -0.471
C5 0.920 -1.753 -1.880  -0.276
Sn1 0.417 -1.180 1.073  1.374
N1 -1.030 2.436 0.004  -0.649
C6 -1.975 3.179 0.506  -0.171
C7 -1.638 1.699 1.048  -0.289
H1 0.302 -4.185 0.390  0.238
H2 -1.916 -3.310 -0.937  0.229
H3 2.455 -2.832 -0.636  0.248
H4 1.549 -1.156 -2.538  0.238
H5 -1.111 -1.526 -2.813  0.231
H6 -2.293 0.886 0.732  0.189
H7 -2.885 3.257 -0.079  0.174
H8 -0.024 2.541 -0.166  0.398
H9 -1.137 1.562 2.031  0.183
H10 -1.787 4.005 1.196  0.172
O1 2.177 0.971 -0.334  -0.627
C8 2.428 0.997 0.870  0.779
O2 1.839 0.227 1.778  -0.914
C9 3.427 1.902 1.538  -0.118
C10 3.246 2.339 2.870  -0.178
C11 4.204 3.128 3.501  -0.198
C12 5.381 3.493 2.823  0.094
C13 5.565 3.076 1.492  -0.195
C14 4.587 2.312 0.855  -0.180
N2 6.339 4.325 3.472  0.482
O3 6.096 4.708 4.642  -0.375
O4 7.381 4.656 2.863  -0.370
H11 2.356 2.054 3.432  0.238
H12 4.075 3.461 4.527  0.252
H13 6.485 3.362 0.992  0.250
H14 4.739 2.014 -0.179  0.240

Cartesian forces (eV/Å) of the 3 atoms listed first:
0.28 -0.06 0.61
0.74 -0.62 0.53
-0.39 0.24 -0.66

Lowest unoccupied orbital energy in eV: -1.3
DFT total energy in eV: -31740.933
2S+1: 1
Orbital gap in eV: 7.11